one:
C4H9NO4 | ωB97M-V/def2-TZVPD

Orbital gap (eV): 7.534

Geometry (Å):
C -1.848 1.287 1.333
C 0.599 0.914 -0.889
C 1.215 -0.608 1.083
C -1.033 -0.532 0.248
N 0.311 -0.205 0.006
O -1.070 2.004 1.895
O -3.101 1.533 1.091
O -1.214 -1.514 1.120
O -1.858 -0.596 -0.868
H 0.212 0.737 -1.880
H -0.001 1.782 -0.524
H 1.753 1.064 -0.779
H 0.916 -0.418 2.101
H 1.505 -1.722 0.917
H 2.196 -0.087 0.962
H -3.490 0.883 0.379
H -1.149 -2.418 0.720
H -2.778 -0.713 -0.662

***

two:
C4H9NO4 | ωB97M-V/def2-TZVPD

Orbital gap (eV): 11.020

Geometry (Å):
O -1.623 -0.436 2.639
H -0.738 -0.742 2.336
H -2.112 -1.264 2.850
O 1.354 2.941 -3.212
O 0.748 -0.497 1.668
O -0.056 2.077 -1.676
C 1.187 2.293 -2.216
C 0.280 -1.075 0.648
N -0.109 -2.351 0.640
C -0.124 1.278 -0.441
C 0.047 -0.260 -0.686
H 2.008 1.773 -1.684
H -0.084 -2.825 1.547
H -0.436 -2.852 -0.190
H 0.670 1.545 0.284
H -1.099 1.517 0.025
H -0.834 -0.709 -1.185
H 0.922 -0.412 -1.346

***

Most stable structure, least stable structure: two, one.

***

one:
F6KN3O12S6 | ωB97M-V/def2-TZVPD

Net charge: -2
Orbital gap (eV): 7.265

Geometry (Å):
K 5.854 -8.320 9.467
N 4.620 -4.645 12.610
S 4.305 -3.257 12.289
O 4.230 -2.305 13.434
O 3.392 -3.055 11.117
F 5.770 -2.874 11.634
S 3.321 -4.984 13.701
O 1.918 -4.666 13.313
O 3.701 -4.978 15.125
F 3.381 -6.621 13.417
N 8.990 -11.618 12.383
S 8.037 -12.614 13.388
O 8.687 -13.247 14.512
O 6.821 -13.132 12.824
F 7.452 -11.237 14.173
S 10.070 -12.701 12.175
O 9.704 -13.969 11.534
O 11.177 -12.616 13.128
F 10.751 -11.992 10.870
N -0.588 -7.917 5.333
S -0.882 -7.873 7.007
O -1.742 -6.790 7.487
O 0.141 -8.501 7.878
F -1.945 -9.072 6.779
S 0.660 -7.051 5.551
O 1.872 -7.737 6.023
O 0.454 -5.703 5.971
F 1.031 -6.842 3.981

***

two:
F6KN3O12S6 | ωB97M-V/def2-TZVPD

Net charge: -2
Orbital gap (eV): 9.712

Geometry (Å):
K -0.273 -0.064 -0.366
N -0.162 1.517 -2.479
S -1.290 2.191 -3.264
O -2.342 1.304 -3.724
O -1.014 3.466 -3.875
F -2.039 2.697 -1.906
S 0.964 1.324 -3.679
O 2.037 2.238 -3.473
O 0.591 1.000 -5.042
F 1.467 -0.089 -3.105
N -1.133 -2.437 0.952
S -1.909 -1.591 2.229
O -2.855 -2.308 3.050
O -2.179 -0.197 1.976
F -0.645 -1.492 3.161
S -2.383 -3.278 0.608
O -3.453 -2.480 0.061
O -2.643 -4.483 1.347
F -1.770 -3.983 -0.731
N 1.636 1.020 1.242
S 3.113 0.209 1.331
O 2.962 -1.184 0.954
O 4.124 0.581 2.282
F 3.797 0.783 -0.011
S 1.568 1.210 2.783
O 2.265 2.412 3.177
O 1.572 0.067 3.663
F -0.005 1.570 2.840

***

Most stable structure, least stable structure: two, one.

***

one:
H3NO3Si | ωB97M-V/def2-TZVPD

Orbital gap (eV): 11.607

Geometry (Å):
N -2.824 0.095 -0.112
O -1.660 -0.409 0.478
O -3.840 -0.132 0.474
O -2.602 0.707 -1.110
Si -0.119 -0.044 0.150
H 0.426 -1.546 0.048
H 0.406 0.764 -0.921
H 0.372 0.564 1.336

***

two:
H3NO3Si | ωB97M-V/def2-TZVPD

Orbital gap (eV): 8.624

Geometry (Å):
N 1.943 0.915 -2.353
O 2.811 1.254 -3.098
O 0.779 0.559 -2.975
O -0.506 -0.232 -0.753
Si -0.322 -0.310 0.744
H 0.167 0.272 -2.251
H 0.032 0.829 1.571
H -0.502 -1.527 1.519

***

Most stable structure, least stable structure: two, one.

***

one:
C3H8NOP | ωB97M-V/def2-TZVPD

Orbital gap (eV): 9.591

Geometry (Å):
C 0.888 -0.839 0.523
C 0.309 1.584 -0.689
C -0.339 0.317 -0.176
N 0.511 -1.254 1.736
O 1.871 -1.126 -0.091
P -1.022 -0.697 -1.577
H 1.318 1.368 -1.039
H -0.262 1.974 -1.535
H 0.353 2.350 0.081
H -1.103 0.486 0.580
H -0.332 -0.920 2.164
H 1.113 -1.878 2.250
H -1.075 -1.904 -0.870
H 0.230 -1.001 -2.109

***

two:
C3H8NOP | ωB97M-V/def2-TZVPD

Orbital gap (eV): 10.578

Geometry (Å):
C -0.509 -0.903 -0.195
C 1.535 0.508 0.572
C 0.952 -0.541 -0.352
N -1.399 0.178 -0.371
O -0.842 -2.069 -0.034
P -3.115 0.426 0.045
H -0.997 1.088 -0.440
H 1.331 1.563 0.312
H 2.585 0.422 0.541
H 1.164 0.272 1.506
H 1.513 -1.506 -0.261
H 1.048 -0.121 -1.475
H -3.359 -0.566 1.093
H -3.953 -0.495 -0.772

***

Most stable structure, least stable structure: two, one.

***

one:
C2H6N4OS | ωB97M-V/def2-TZVPD

Orbital gap (eV): 8.468

Geometry (Å):
C 0.681 -0.476 0.737
C -2.072 -0.506 0.214
H 2.254 -0.550 -0.879
H 3.399 0.547 -0.256
H -0.070 -0.548 1.699
H 0.013 -0.729 -1.296
H -3.139 -0.829 0.050
H -1.750 2.721 -0.828
N 2.463 0.339 -0.368
N 1.752 0.090 0.900
N 0.085 -1.183 -0.331
N -1.921 0.797 0.250
O -1.207 -1.473 0.017
S -0.487 1.800 0.090

***

two:
C2H6N4OS | ωB97M-V/def2-TZVPD

Orbital gap (eV): 7.700

Geometry (Å):
C 0.011 -0.014 -0.444
C 1.053 -0.757 0.200
H -1.120 1.716 -1.146
H -2.221 2.095 0.785
H -0.409 0.532 -2.363
H 1.045 -0.081 -2.127
H 1.579 -1.897 1.952
H -0.724 -0.455 1.599
N -1.896 1.251 -0.172
N -0.927 0.472 0.382
N 0.376 0.536 -1.685
N 1.003 -1.087 1.511
O -0.264 -1.252 2.079
S 2.493 -1.059 -0.571

***

Most stable structure, least stable structure: two, one.

***

one:
C12H19N5O4 | ωB97M-V/def2-TZVPD

Orbital gap (eV): 9.876

Geometry (Å):
O -4.500 -1.446 -0.357
O -0.469 0.939 -2.112
O 3.672 1.541 -0.528
N 1.469 -1.923 1.732
O -3.638 0.743 1.099
C -3.982 -1.195 -1.415
C -0.562 0.248 -1.097
C 2.499 1.341 -0.398
C 1.768 -1.905 3.031
C 3.525 -1.091 1.983
C 2.595 -1.415 1.063
N 3.012 -1.445 3.211
N 1.718 2.293 0.132
N -2.887 -0.433 -1.574
N 0.512 -0.219 -0.489
C -4.660 -1.707 -2.686
C 2.144 3.601 0.661
C -2.467 1.073 0.376
C 2.693 -1.185 -0.416
C -1.947 -0.107 -0.463
C 1.879 0.004 -0.888
H -4.142 0.107 0.569
H 1.111 -2.305 3.845
H 4.492 -0.585 1.781
H 3.477 -1.347 4.111
H 0.718 2.102 0.169
H -2.605 -0.242 -2.530
H 0.427 -0.822 0.315
H -3.935 -2.157 -3.361
H -5.194 -0.915 -3.250
H -5.394 -2.453 -2.384
H 2.481 3.461 1.681
H 3.011 3.896 0.098
H 1.357 4.361 0.553
H -1.687 1.326 1.115
H -2.657 1.940 -0.214
H 2.363 -2.119 -0.898
H 3.745 -1.034 -0.670
H -1.817 -0.965 0.190
H 1.874 0.038 -1.986

***

two:
C12H19N5O4 | ωB97M-V/def2-TZVPD

Orbital gap (eV): 9.242

Geometry (Å):
O 1.178 -0.984 1.730
O 0.417 -2.677 -2.025
O -3.742 -0.413 0.191
N -0.447 2.000 -0.712
O 4.472 -1.154 -1.505
C 2.008 -0.169 1.175
C 0.680 -1.805 -1.276
C -2.528 -0.734 0.316
C -0.675 2.993 0.075
C -2.672 2.315 -0.602
C -1.754 1.525 -1.214
N -2.031 3.212 0.161
N -1.946 -0.797 1.543
N 2.428 -0.475 -0.016
N -0.227 -1.044 -0.744
C 2.616 0.990 1.880
C -2.643 -0.395 2.775
C 3.152 -1.663 -1.944
C -1.950 0.190 -1.863
C 2.085 -1.693 -0.781
C -1.693 -1.005 -0.955
H 5.055 -1.157 -2.315
H 0.205 3.390 0.654
H -3.666 2.016 -0.673
H -2.540 3.680 0.878
H -0.965 -1.143 1.651
H 2.964 0.223 -0.590
H 0.230 -0.563 0.046
H 2.661 0.844 2.898
H 2.022 1.813 1.702
H 3.619 1.346 1.468
H -2.203 0.432 3.212
H -2.557 -1.134 3.583
H -3.677 -0.043 2.672
H 2.808 -0.904 -2.672
H 3.073 -2.626 -2.455
H -1.170 0.082 -2.617
H -2.995 0.071 -2.189
H 2.391 -2.566 -0.088
H -1.981 -1.979 -1.375

***

Most stable structure, least stable structure: one, two.

***

one:
C14H28O28S7 | ωB97M-V/def2-TZVPD

Orbital gap (eV): 11.049

Geometry (Å):
C -2.815 0.176 3.091
C -3.379 0.799 4.319
O -3.830 2.080 3.803
S -4.388 1.980 2.234
O -3.846 3.091 1.449
O -5.830 1.867 2.300
O -3.660 0.418 2.011
H -2.782 -0.914 3.109
H -1.799 0.528 2.912
H -2.750 1.027 5.180
H -4.263 0.384 4.803
C -3.388 6.824 -3.295
C -2.142 6.371 -4.034
O -1.425 5.399 -3.233
S -2.543 4.668 -2.182
O -2.098 4.957 -0.833
O -2.817 3.315 -2.625
O -3.808 5.749 -2.493
H -4.263 7.173 -3.844
H -2.986 7.693 -2.774
H -1.431 7.162 -4.274
H -2.315 5.981 -5.037
C -0.852 -4.341 -1.431
C -1.804 -5.554 -1.855
O -1.645 -6.418 -0.769
S -0.258 -6.217 0.135
O 0.947 -6.592 -0.553
O -0.397 -6.545 1.550
O -0.427 -4.576 -0.150
H -1.371 -3.384 -1.482
H 0.043 -4.234 -2.044
H -1.322 -6.076 -2.681
H -2.836 -5.372 -2.154
C 3.247 0.958 -3.320
C 2.014 1.139 -4.209
O 1.393 2.334 -3.707
S 2.442 3.355 -2.885
O 1.693 3.915 -1.720
O 3.154 4.252 -3.753
O 3.410 2.081 -2.490
H 4.166 0.952 -3.907
H 3.306 0.043 -2.730
H 1.282 0.337 -4.106
H 2.280 1.262 -5.258
C -0.685 1.216 -0.263
C -1.139 0.564 -1.570
O -1.154 -0.794 -1.292
S 0.030 -1.227 -0.230
O 1.092 -1.779 -1.077
O -0.598 -1.967 0.909
O 0.282 0.374 0.272
H -1.619 1.067 0.277
H -0.379 2.252 -0.407
H -0.361 0.740 -2.313
H -2.104 0.845 -1.991
C 4.044 -2.063 0.591
C 3.819 -0.917 1.638
O 4.876 0.093 1.380
S 5.787 -0.351 -0.013
O 7.184 -0.045 0.247
O 5.189 0.044 -1.279
O 5.438 -1.905 0.339
H 3.475 -1.697 -0.264
H 3.740 -3.073 0.863
H 4.087 -1.024 2.689
H 2.796 -0.540 1.646
C -0.428 -3.134 4.313
C 0.998 -3.625 4.436
O 1.823 -2.439 4.092
S 1.070 -1.052 4.593
O 1.230 0.000 3.601
O 1.397 -0.698 5.993
O -0.414 -1.717 4.397
H -1.090 -3.395 5.138
H -0.769 -3.448 3.326
H 1.158 -4.229 3.542
H 1.322 -4.123 5.350

***

two:
C14H28O28S7 | ωB97M-V/def2-TZVPD

Orbital gap (eV): 10.744

Geometry (Å):
C 0.865 8.394 6.750
C 1.987 8.643 5.819
O 2.383 10.011 6.123
S 2.146 10.326 7.700
O 1.473 11.623 7.990
O 3.405 9.986 8.400
O 1.136 9.001 7.948
H 0.816 7.314 6.891
H -0.039 8.724 6.237
H 1.792 8.451 4.764
H 2.936 8.147 6.021
C 0.456 13.660 13.898
C 0.912 12.447 14.713
O 1.755 13.036 15.609
S 2.787 14.185 14.842
O 3.393 13.644 13.638
O 3.542 14.990 15.798
O 1.316 14.727 14.295
H -0.599 13.929 13.937
H 0.454 13.459 12.827
H 1.389 11.672 14.113
H 0.060 11.991 15.216
C -2.786 3.349 -0.656
C -3.647 4.429 -1.379
O -3.863 5.448 -0.380
S -3.656 4.823 1.163
O -4.942 4.528 1.718
O -2.748 5.685 1.942
O -2.946 3.407 0.737
H -1.735 3.605 -0.791
H -3.091 2.348 -0.960
H -4.590 4.137 -1.842
H -3.067 4.889 -2.180
C 5.468 12.566 0.140
C 4.111 12.828 0.872
O 3.195 12.889 -0.240
S 3.782 13.572 -1.623
O 3.662 15.026 -1.519
O 3.258 12.918 -2.826
O 5.364 13.040 -1.250
H 5.573 11.481 0.116
H 6.235 13.069 0.729
H 4.159 13.745 1.459
H 3.931 11.925 1.455
C 2.957 5.817 11.702
C 4.380 5.448 11.496
O 4.271 4.172 10.752
S 2.774 3.849 10.103
O 2.226 2.777 10.878
O 2.960 3.714 8.656
O 2.244 5.337 10.631
H 2.791 6.870 11.930
H 2.629 5.260 12.580
H 5.010 5.212 12.353
H 4.897 6.206 10.907
C -3.323 9.934 9.662
C -4.029 8.624 9.440
O -4.479 8.369 10.791
S -3.403 8.803 12.000
O -2.485 7.693 12.423
O -4.140 9.590 13.029
O -2.643 9.770 10.850
H -3.995 10.785 9.775
H -2.682 10.118 8.800
H -3.433 7.846 8.962
H -4.852 8.726 8.733
C 5.528 4.017 -2.053
C 4.970 2.723 -1.492
O 4.007 3.125 -0.523
S 3.983 4.753 -0.205
O 4.062 4.972 1.236
O 2.876 5.333 -0.916
O 5.455 4.871 -0.993
H 4.957 4.616 -2.762
H 6.541 3.875 -2.429
H 5.753 2.097 -1.065
H 4.431 2.114 -2.218

***

Most stable structure, least stable structure: one, two.

***

one:
C9H16N2O | ωB97M-V/def2-TZVPD

Orbital gap (eV): 10.145

Geometry (Å):
C -4.406 -0.706 0.049
C -2.262 1.392 0.290
C -2.429 0.186 1.120
C -1.034 1.218 -0.613
C -3.408 -0.679 0.988
C 1.518 -0.315 -1.728
C 2.910 0.642 0.369
C 2.432 -1.718 0.241
C 1.885 -0.356 -0.249
N -5.207 -0.587 -0.786
N 0.615 -0.143 0.394
O 0.119 1.276 0.164
H -3.091 1.555 -0.478
H -2.199 2.345 0.971
H 0.873 -0.208 1.399
H -1.777 -0.074 1.986
H -1.046 0.249 -1.112
H -1.088 1.979 -1.519
H -3.534 -1.509 1.732
H 0.885 0.583 -1.838
H 2.431 -0.425 -2.395
H 0.849 -1.106 -1.801
H 3.916 0.204 0.303
H 2.690 0.778 1.395
H 2.676 1.613 -0.006
H 2.853 -1.645 1.178
H 1.584 -2.479 0.315
H 3.248 -2.071 -0.370

***

two:
C9H16N2O | ωB97M-V/def2-TZVPD

Orbital gap (eV): 9.524

Geometry (Å):
C 0.681 3.800 -0.866
C 0.563 2.294 -0.675
C 0.589 1.513 -2.009
C -1.482 1.504 -1.313
C 0.257 -3.811 0.164
C 0.755 -3.343 1.501
C 0.191 -2.194 2.233
C -0.943 -1.376 1.731
C -0.846 -0.523 0.716
H -0.063 4.158 -1.587
H 0.529 4.342 0.078
H 1.675 4.064 -1.243
H 1.339 1.930 0.026
H 1.099 2.065 -2.816
H 1.106 0.549 -1.896
H -2.552 1.394 -1.244
H -1.240 2.528 0.449
H 1.103 -4.095 -0.473
H -0.307 -3.014 -0.342
H -0.393 -4.689 0.277
H 1.236 -4.117 2.100
H 0.295 -2.209 3.325
H -1.875 -1.497 2.276
H 0.101 -0.392 0.199
H -1.666 0.051 0.398
N -0.812 1.257 -2.369
N -0.768 1.903 -0.185
O 1.428 -2.093 1.544

***

three:
C9H16N2O | ωB97M-V/def2-TZVPD

Orbital gap (eV): 10.036

Geometry (Å):
C 3.397 -0.348 -0.815
C 2.834 0.688 0.174
C 2.052 1.771 -0.567
C 1.972 -0.019 1.184
C -1.547 -1.731 -0.848
C -2.816 -1.031 1.145
C -3.082 -0.055 0.046
C -3.252 1.363 0.238
C -3.524 2.531 0.324
H 3.968 -1.129 -0.298
H 4.095 0.110 -1.541
H 2.588 -0.827 -1.383
H 3.632 1.145 0.756
H 2.669 2.339 -1.269
H 1.241 1.318 -1.148
H 1.592 2.489 0.129
H 0.268 -1.086 1.354
H 0.574 -0.548 -0.255
H -2.432 -2.028 -1.411
H -0.867 -1.347 -1.626
H -1.097 -2.635 -0.418
H -3.303 -1.999 1.052
H -2.756 -0.635 2.158
H -3.721 -0.426 -0.761
H -3.824 3.548 0.530
N 0.920 -0.745 0.672
N -1.760 -0.716 0.188
O 2.181 0.004 2.390

***

Most stable structure, least stable structure: two, one.